[1]
Here is a structure of composition C24H29ClIN5O4Pd from OMol25. Energies are from wB97M-V/def2-TZVPD.

Results
Gap between HOMO and LUMO, eV: 8.10
Relative energy (zero: lowest compared OMol25 entry of this formula, charge and spin), kJ/mol: 0.0
Strongest force on any atom, eV/A: 0.18
Total energy, Eh: -2392.1440

Element x y z (Å)
Pd 0.12 1.40 -1.40
I -1.24 -0.17 -3.04
C 0.55 -0.66 -3.98
C 0.53 -1.61 -4.95
C 1.72 -1.94 -5.63
C 2.87 -1.27 -5.32
C 2.89 -0.27 -4.32
C 4.09 0.44 -4.07
C 4.10 1.43 -3.14
C 2.94 1.72 -2.39
C 1.75 1.05 -2.54
C 1.72 0.05 -3.59
H -0.39 -2.12 -5.20
H 1.71 -2.70 -6.39
H 3.79 -1.49 -5.85
H 4.98 0.19 -4.65
H 5.01 2.00 -2.96
H 3.04 2.51 -1.66
C -4.23 -2.05 3.20
C -4.57 -2.89 1.98
C -5.14 -2.03 0.85
C -3.38 -3.72 1.52
N -2.16 -2.94 1.33
C -1.80 -2.09 0.37
N -0.60 -1.63 0.64
N -0.25 -2.21 1.81
N -1.18 -2.98 2.24
H -5.13 -1.57 3.60
H -3.54 -1.25 2.94
H -3.79 -2.65 4.00
H -5.33 -3.63 2.26
H -4.44 -1.25 0.55
H -6.05 -1.52 1.19
H -5.40 -2.63 -0.02
H -3.59 -4.23 0.58
H -3.12 -4.47 2.27
H -2.40 -1.82 -0.48
O -3.76 2.55 0.05
Cl -2.94 1.39 0.12
O -3.25 0.47 -0.94
O -3.06 0.73 1.39
O -1.53 1.81 0.00
C 0.12 0.88 2.55
N 1.38 0.11 2.33
C 2.24 0.17 3.53
C 2.11 0.50 1.04
C 2.11 1.98 0.79
C 2.95 2.81 1.53
C 2.89 4.18 1.39
C 1.98 4.73 0.49
C 1.18 3.90 -0.28
C 1.24 2.51 -0.17
H -0.41 0.40 3.37
H -0.48 0.86 1.65
H 0.38 1.90 2.80
H 1.08 -0.87 2.21
H 2.52 1.20 3.71
H 3.13 -0.44 3.36
H 1.69 -0.22 4.38
H 1.59 -0.02 0.24
H 3.12 0.09 1.14
H 3.67 2.38 2.22
H 3.55 4.82 1.96
H 1.92 5.80 0.38
H 0.50 4.35 -1.00



[2]
Here is an isolated molecule of C17H20N2O5S in a non-equilibrium geometry from OMol25. Energies are from wB97M-V/def2-TZVPD.

Results
Gap between HOMO and LUMO, eV: 8.00
Relative energy (zero: lowest compared OMol25 entry of this formula, charge and spin), kJ/mol: 135.6
SMILES string: CCCCNC(=O)c1onc(CSc2cccc(OC)c2)c1C(=O)O
Strongest force on any atom, eV/A: 1.36
Total energy, Eh: -1543.6990

Element x y z (Å)
C 1.49 -2.24 1.90
C 1.87 -3.70 1.73
C 1.94 -4.16 0.27
C 0.59 -4.41 -0.40
N -0.22 -3.22 -0.50
C 0.07 -2.24 -1.37
O 0.96 -2.30 -2.20
C -0.79 -1.04 -1.22
O -1.74 -1.05 -0.27
N -2.36 0.14 -0.24
C -1.82 0.90 -1.16
C -2.18 2.32 -1.28
S -0.86 3.30 -0.44
C -0.63 2.36 1.05
C -1.71 1.94 1.82
C -1.46 1.18 2.95
C -0.17 0.85 3.32
C 0.91 1.29 2.55
O 2.14 0.92 3.00
C 3.27 1.37 2.29
C 0.67 2.04 1.41
C -0.79 0.19 -1.85
C -0.01 0.73 -3.01
O -0.29 1.81 -3.48
O 0.96 -0.01 -3.49
H 1.71 -1.91 2.91
H 0.43 -2.06 1.72
H 2.06 -1.61 1.22
H 2.86 -3.85 2.17
H 1.17 -4.34 2.28
H 2.49 -3.43 -0.32
H 2.50 -5.10 0.22
H 0.02 -5.16 0.16
H 0.76 -4.79 -1.41
H -0.94 -3.06 0.18
H -2.15 2.66 -2.31
H -3.14 2.53 -0.81
H -2.71 2.21 1.55
H -2.29 0.84 3.55
H 0.03 0.26 4.20
H 3.32 2.46 2.26
H 3.29 0.98 1.26
H 4.13 0.98 2.83
H 1.47 2.39 0.78
H 1.06 -0.91 -3.06



[3]
Here is a structure of composition C2H2AuFO in a non-equilibrium geometry from OMol25. Energies are from wB97M-V/def2-TZVPD.

Results
Gap between HOMO and LUMO (spin up / spin down), eV: 10.41 / 9.35
Relative energy (zero: lowest compared OMol25 entry of this formula, charge and spin), kJ/mol: 158.3
Strongest force on any atom, eV/A: 11.92
2S+1: 3
Total energy, Eh: -387.1308
Net charge: +2

Element x y z (Å)
C -1.07 -0.33 -0.21
C 0.05 -1.04 -0.42
O 1.22 -0.64 0.04
H -2.12 -0.55 -0.34
F -0.83 0.99 0.26
H -0.04 -2.06 -0.81
Au 1.06 1.07 0.44



[4]
Here is an isolated molecule of C12H15NO4 from OMol25. Energies are from wB97M-V/def2-TZVPD.

Results
Gap between HOMO and LUMO, eV: 9.43
Relative energy (zero: lowest compared OMol25 entry of this formula, charge and spin), kJ/mol: 0.0
SMILES string: CC(C)Oc1ccc(C(=O)NCC(=O)O)cc1
Strongest force on any atom, eV/A: 0.85
Total energy, Eh: -822.0299

Element x y z (Å)
C 1.53 -0.28 -4.02
C 1.82 -1.47 -3.10
C 2.09 -2.74 -3.91
O 0.70 -1.76 -2.28
C 0.42 -1.01 -1.19
C -0.74 -1.37 -0.50
C -1.13 -0.70 0.64
C -0.36 0.36 1.13
C -0.68 1.14 2.34
O -0.04 2.14 2.65
N -1.71 0.72 3.11
C -2.01 1.33 4.39
C -2.68 2.71 4.27
O -3.78 2.92 4.71
O -1.95 3.63 3.66
C 0.80 0.71 0.44
C 1.19 0.04 -0.70
H 2.40 -0.07 -4.63
H 0.69 -0.51 -4.66
H 1.29 0.60 -3.44
H 2.70 -1.26 -2.47
H 1.22 -2.97 -4.52
H 2.28 -3.57 -3.25
H 2.95 -2.59 -4.56
H -1.33 -2.18 -0.89
H -2.05 -1.01 1.12
H -2.27 -0.06 2.82
H -2.67 0.67 4.95
H -1.07 1.47 4.94
H -1.09 3.25 3.33
H 1.39 1.53 0.82
H 2.10 0.35 -1.20



[5]
Here is a structure of composition C29H22ErN8 in a non-equilibrium geometry from OMol25. Energies are from wB97M-V/def2-TZVPD.

Results
Gap between HOMO and LUMO (spin up / spin down), eV: 5.65 / 5.66
Strongest force on any atom, eV/A: 3.96
2S+1: 4
Total energy, Eh: -2570.4567
Net charge: +3

Element x y z (Å)
Er -0.84 -0.77 -0.17
C 0.40 -2.58 -4.24
C 1.66 -3.10 -3.95
C 2.22 -3.00 -2.71
C 1.35 -2.54 -1.68
N 0.11 -1.99 -1.97
C -0.36 -2.07 -3.24
C 1.82 -2.45 -0.29
C 3.01 -3.01 0.23
C 3.34 -2.92 1.55
C 2.65 -2.02 2.51
C 1.30 -1.40 1.81
N 0.91 -1.93 0.53
C 0.03 -1.26 2.66
C 0.16 -0.95 4.05
C -0.96 -0.86 4.81
C -2.19 -1.02 4.23
C -2.30 -1.19 2.84
N -1.23 -1.27 2.05
H 0.09 -2.56 -5.28
H 2.21 -3.63 -4.79
H 3.27 -3.41 -2.57
H -1.34 -1.64 -3.37
H 3.69 -3.41 -0.52
H 4.27 -3.42 1.90
H 2.46 -2.46 3.52
H 1.11 -0.80 4.58
H -0.96 -0.70 5.87
H -3.09 -0.94 4.86
H -3.29 -1.41 2.42
N -4.20 1.31 -2.44
C -3.71 0.60 -1.42
N -2.51 0.84 -0.90
C -1.72 1.87 -1.40
N -0.43 1.91 -1.08
N -0.03 1.22 0.04
C 0.75 1.90 0.87
C 1.64 1.24 1.86
C 2.14 2.04 2.89
C 2.88 1.41 3.93
C 3.52 0.18 3.72
C 3.25 -0.58 2.50
N 2.10 -0.07 1.73
C -2.22 2.67 -2.45
C -1.58 3.86 -2.89
C -2.11 4.64 -3.85
C -3.28 4.30 -4.50
C -3.96 3.10 -4.15
C -3.46 2.37 -3.03
H -5.19 1.28 -2.70
H -4.43 -0.16 -0.97
H 1.00 2.97 0.84
H 1.78 3.07 2.90
H 2.95 1.96 4.86
H 4.15 -0.21 4.52
H 4.20 -0.60 1.90
H -0.65 4.10 -2.44
H -1.64 5.57 -4.18
H -3.78 5.09 -5.15
H -4.92 2.86 -4.65



[6]
Here is an isolated molecule of CH3OP in a non-equilibrium geometry from OMol25. Energies are from wB97M-V/def2-TZVPD.

Results
Gap between HOMO and LUMO, eV: 10.82
Relative energy (zero: lowest compared OMol25 entry of this formula, charge and spin), kJ/mol: 135.4
SMILES string: C1OP1
Strongest force on any atom, eV/A: 2.82
Total energy, Eh: -456.4248

Element x y z (Å)
C -0.46 0.05 -0.16
O -0.11 0.51 -1.41
P 0.81 -0.84 -1.08
H -0.06 0.72 0.69
H -1.49 -0.53 -0.22
H 1.78 0.03 -0.53



[7]
Here is a structure of composition C35H52OP4ScSe in a non-equilibrium geometry from OMol25. Energies are from wB97M-V/def2-TZVPD.

Results
Gap between HOMO and LUMO, eV: 6.44
Relative energy (zero: lowest compared OMol25 entry of this formula, charge and spin), kJ/mol: 0.0
Strongest force on any atom, eV/A: 2.97
Total energy, Eh: -5966.8499
Net charge: +3

Element x y z (Å)
Sc 0.74 -0.31 0.09
P -1.58 -0.56 1.66
P 1.84 -2.75 -0.39
P -1.30 -0.70 -1.73
H 0.24 4.36 0.19
C -0.77 4.24 -0.24
C -1.84 3.95 0.53
H -1.79 3.65 1.57
C -1.38 0.19 3.32
C -1.80 -2.35 2.06
C -3.36 -0.19 1.43
C 3.11 -2.78 -1.75
C 2.92 -3.12 1.04
C 0.85 -4.27 -0.67
C -2.38 0.75 -2.06
C -2.55 -2.04 -1.84
C -0.53 -0.85 -3.39
H -0.84 4.33 -1.34
H -2.86 4.13 0.17
H -1.25 1.27 3.21
H -0.48 -0.23 3.79
H -2.24 -0.01 3.95
H -0.84 -2.79 2.35
H -2.20 -2.85 1.16
H -2.53 -2.43 2.88
H -3.49 0.87 1.16
H -3.87 -0.39 2.39
H -3.79 -0.84 0.65
H 3.89 -3.54 -1.57
H 3.59 -1.79 -1.77
H 2.60 -2.98 -2.71
H 3.62 -3.96 0.86
H 2.29 -3.35 1.90
H 3.51 -2.22 1.25
H 1.43 -5.20 -0.67
H 0.33 -4.18 -1.64
H 0.09 -4.31 0.13
H -2.81 0.66 -3.06
H -1.78 1.67 -2.00
H -3.18 0.82 -1.32
H -3.03 -2.02 -2.83
H -3.32 -1.92 -1.07
H -2.05 -3.01 -1.71
H -1.32 -0.87 -4.15
H 0.07 -1.77 -3.45
H 0.13 0.01 -3.56
C 2.13 2.02 -3.34
C 1.67 3.30 -3.03
C 1.65 4.30 -4.01
C 2.10 4.01 -5.32
C 2.57 2.72 -5.63
C 2.59 1.72 -4.63
Se 2.23 0.72 -1.77
H 1.03 1.36 -0.77
H 1.33 3.52 -2.02
H 1.27 5.30 -3.76
H 2.06 4.79 -6.09
H 2.91 2.49 -6.65
H 2.97 0.72 -4.87
O 1.73 0.56 1.61
P 2.52 1.07 2.87
C 1.92 0.21 4.34
C 1.98 -1.19 4.33
C 1.43 -1.94 5.36
C 0.86 -1.30 6.46
C 0.82 0.10 6.51
C 1.35 0.86 5.46
C 4.25 0.67 2.66
C 5.06 0.37 3.78
C 6.37 -0.06 3.61
C 6.89 -0.18 2.31
C 6.13 0.24 1.21
C 4.83 0.69 1.38
C 2.36 2.84 3.04
C 1.08 3.40 3.23
C 0.93 4.71 3.63
C 2.07 5.54 3.76
C 3.34 5.02 3.46
C 3.49 3.68 3.13
H 2.45 -1.70 3.47
H 1.42 -3.03 5.28
H 0.43 -1.88 7.28
H 0.34 0.60 7.35
H 1.28 1.95 5.50
H 4.65 0.47 4.80
H 6.99 -0.30 4.47
H 7.89 -0.59 2.17
H 6.57 0.24 0.21
H 4.24 1.06 0.52
H 0.19 2.77 3.07
H -0.06 5.12 3.85
H 1.95 6.56 4.10
H 4.21 5.67 3.51
H 4.49 3.26 2.96



[8]
Here is a structure of composition C34H33AgAsF5N2P in a non-equilibrium geometry from OMol25. Energies are from wB97M-V/def2-TZVPD.

Results
Gap between HOMO and LUMO, eV: 6.57
Strongest force on any atom, eV/A: 1.13
Total energy, Eh: -4648.0548
Net charge: +1

Element x y z (Å)
Ag -2.19 0.39 0.16
N -7.02 -1.62 -1.88
C -6.01 -2.43 -1.15
C -4.96 -1.45 -0.56
N -3.83 -2.04 0.09
H -7.69 -2.20 -2.41
H -6.53 -0.99 -2.54
H -7.54 -1.03 -1.21
H -5.53 -3.11 -1.86
H -6.50 -3.00 -0.37
H -5.46 -0.80 0.17
H -4.58 -0.82 -1.38
H -3.36 -2.72 -0.50
H -4.09 -2.50 0.96
F -5.48 1.10 1.21
C -4.96 2.11 0.45
C -3.76 1.87 -0.21
C -3.35 2.95 -1.00
F -2.19 2.81 -1.69
C -4.07 4.13 -1.16
F -3.64 5.10 -1.97
C -5.27 4.29 -0.47
F -5.98 5.41 -0.61
C -5.71 3.26 0.35
F -6.87 3.39 1.03
C 1.64 -0.20 -0.37
C 1.45 0.19 -1.82
As 3.05 -0.16 -2.98
C 3.20 -2.03 -2.37
C 2.34 -2.94 -2.99
C 2.28 -4.25 -2.58
C 3.10 -4.69 -1.55
C 3.96 -3.80 -0.93
C 4.01 -2.47 -1.34
C 4.49 0.64 -1.91
C 5.77 0.12 -2.09
C 6.85 0.65 -1.43
C 6.68 1.73 -0.57
C 5.42 2.28 -0.42
C 4.33 1.75 -1.09
P 0.16 0.04 0.72
C 0.39 1.71 1.41
C 0.68 2.78 0.58
C 0.77 4.06 1.10
C 0.54 4.28 2.45
C 0.21 3.22 3.27
C 0.13 1.94 2.76
C 0.60 -1.03 2.13
C -0.31 -1.96 2.60
C 0.04 -2.81 3.64
C 1.30 -2.71 4.20
C 2.21 -1.77 3.75
C 1.86 -0.92 2.72
H 2.47 0.35 0.08
H 1.87 -1.27 -0.31
H 1.20 1.25 -1.93
H 0.62 -0.37 -2.25
H 1.72 -2.59 -3.81
H 1.61 -4.95 -3.06
H 3.07 -5.72 -1.23
H 4.60 -4.13 -0.12
H 4.68 -1.79 -0.84
H 5.90 -0.72 -2.77
H 7.83 0.22 -1.57
H 7.52 2.14 -0.05
H 5.28 3.14 0.23
H 3.36 2.21 -0.98
H 0.84 2.63 -0.47
H 1.00 4.89 0.45
H 0.61 5.27 2.86
H 0.02 3.38 4.32
H -0.14 1.11 3.41
H -1.30 -2.02 2.15
H -0.67 -3.54 4.01
H 1.58 -3.38 5.01
H 3.18 -1.69 4.21
H 2.56 -0.18 2.37



- Among the records above, which one has the lowest total energy?
  C35H52OP4ScSe